{
  "formula": "C42H41CaClO2P2",
  "method": "ωB97M-V/def2-TZVPD",
  "homo_energy_ev": [-4.1, -3.8],
  "e_tot_ha": -3595.71004,
  "largest_force_ev_per_a": 5.78,
  "multiplicity": 1,
  "gap_ev": [3.42, 2.99],
  "species": ["Ca", "C", "C", "C", "C", "C", "C", "C", "C", "C", "H", "H", "H", "H", "H", "H", "H", "H", "H", "H", "H", "H", "H", "H", "H", "P", "P", "C", "C", "C", "C", "C", "C", "C", "C", "C", "C", "C", "C", "C", "C", "C", "C", "C", "C", "C", "C", "C", "C", "C", "C", "C", "C", "H", "H", "H", "H", "H", "H", "H", "H", "H", "H", "H", "H", "H", "H", "H", "H", "H", "H", "H", "H", "H", "H", "Cl", "C", "C", "C", "C", "C", "C", "C", "O", "O", "H", "H", "H", "H"],
  "positions_angstrom": [[2.10473, -1.54599, -3.16785], [1.37794, 0.49692, -2.88261], [-0.02701, 0.35666, -2.59411], [-0.84659, -0.87440, -2.92257], [-0.74040, -1.28995, -4.42259], [0.59004, -1.95009, -4.74126], [1.71532, -1.39660, -5.30843], [2.14910, 0.05251, -5.39228], [1.64799, 1.04618, -4.29390], [0.07188, -2.07803, 3.02140], [2.02644, 0.95253, -2.11503], [-0.58504, 1.24450, -2.97308], [-1.89961, -0.64039, -2.68643], [-0.61371, -1.74494, -2.26979], [-1.54088, -2.02860, -4.59915], [-0.98141, -0.43849, -5.08526], [0.56222, -3.05831, -4.65363], [2.43524, -2.08211, -5.78114], [1.86330, 0.48348, -6.36656], [3.25580, 0.06688, -5.41643], [2.40719, 1.84478, -4.21845], [0.74754, 1.55901, -4.67724], [1.04257, -1.60817, 3.23172], [-0.03458, -3.03996, 3.54405], [-0.73363, -1.38697, 3.31108], [-1.14518, 1.43629, -0.81096], [-0.06713, -2.34408, 1.26718], [-1.34710, 0.09294, 0.34671], [-0.41935, -0.88663, 0.30011], [-2.62658, 2.44608, -0.80285], [-3.30622, 2.74829, -2.00137], [-4.43216, 3.56738, -1.95611], [-4.88569, 4.07660, -0.72842], [-4.20577, 3.77125, 0.46135], [-3.08354, 2.94291, 0.43069], [0.25511, 2.48805, -0.33825], [1.40449, 1.88554, 0.18185], [2.50976, 2.64956, 0.54131], [2.49183, 4.03298, 0.33371], [1.35779, 4.64177, -0.21930], [0.23138, 3.88057, -0.53951], [-1.15890, -3.73201, 0.94556], [-2.45198, -3.50617, 0.44713], [-3.31222, -4.58775, 0.25185], [-2.89719, -5.88671, 0.56493], [-1.61094, -6.11159, 1.07015], [-0.74173, -5.03853, 1.26651], [1.54599, -2.71198, 0.45861], [2.54768, -1.73269, 0.58273], [3.68483, -1.77766, -0.22359], [3.85914, -2.83331, -1.12979], [2.84279, -3.79064, -1.28910], [1.67607, -3.70823, -0.52089], [-2.21665, 0.12137, 1.00794], [0.34231, -0.77167, -0.49142], [-2.94619, 2.34808, -2.94862], [-4.96283, 3.81023, -2.87979], [-5.77303, 4.70817, -0.69785], [-4.55402, 4.17758, 1.41319], [-2.55402, 2.68340, 1.34918], [1.41932, 0.80525, 0.32144], [3.37593, 2.16073, 0.99037], [3.36769, 4.62607, 0.59814], [1.35913, 5.72000, -0.39335], [-0.67089, 4.35193, -0.93397], [-2.76235, -2.48485, 0.21608], [-4.31132, -4.40977, -0.14625], [-3.57873, -6.72534, 0.41982], [-1.27883, -7.12268, 1.30745], [0.26491, -5.21155, 1.65895], [2.42670, -0.92950, 1.32131], [4.45567, -1.00884, -0.11106], [4.80419, -2.94618, -1.67023], [2.98128, -4.63933, -1.96739], [0.87218, -4.43273, -0.67786], [0.84724, 3.29650, 8.88227], [0.69297, 2.76277, 7.26420], [-0.58483, 2.63073, 6.69010], [-0.70253, 2.20125, 5.36591], [0.43661, 1.88438, 4.61005], [1.70630, 2.02188, 5.19123], [1.84315, 2.45555, 6.51278], [0.28198, 1.35574, 3.19858], [-0.88256, 1.45814, 2.72166], [1.33272, 0.85778, 2.69681], [-1.46945, 2.86136, 7.27755], [-1.68421, 2.10260, 4.90668], [2.58660, 1.77473, 4.59968], [2.82591, 2.55353, 6.96574]],
  "forces_ev_per_angstrom": [[2.598, -1.329, 4.987], [1.388, 0.905, -0.098], [-2.052, 0.981, 0.888], [-0.212, 0.241, -0.144], [-0.290, -0.078, 0.595], [-1.473, -0.196, -2.950], [-1.171, -0.418, -2.501], [-0.040, 0.307, -0.226], [0.252, 0.889, 0.317], [0.070, -0.311, 0.455], [-0.431, 0.255, -0.302], [0.111, -0.502, -0.968], [0.185, -0.155, -0.023], [0.098, 0.165, -0.304], [0.311, -0.028, -0.100], [0.454, -0.207, 0.343], [0.111, 0.567, -0.252], [-0.154, -0.032, 0.447], [0.062, -0.236, 0.129], [-0.251, -0.114, 0.041], [-0.089, -0.253, -0.225], [0.123, -0.293, 0.130], [-0.357, 0.046, -0.006], [0.056, 0.320, -0.028], [0.261, -0.108, -0.059], [0.914, -2.469, 0.944], [0.093, 2.232, -2.319], [-1.705, 2.151, -0.760], [1.911, -2.226, 0.367], [-0.423, 0.574, 0.300], [0.173, 0.103, 0.743], [-0.163, 0.094, 0.264], [0.369, -0.237, -0.018], [-0.205, -0.092, -0.334], [-0.270, 0.247, -0.310], [0.023, 0.571, -0.307], [-0.029, -0.086, -0.219], [-0.176, 0.312, -0.200], [-0.138, -0.263, -0.108], [0.073, -0.062, 0.093], [0.222, -0.291, 0.166], [-0.305, -0.749, 0.485], [0.332, -0.142, 0.047], [0.117, -0.066, 0.079], [0.161, 0.230, 0.025], [-0.004, 0.134, -0.096], [-0.355, 0.088, -0.138], [0.029, -0.050, -0.235], [-0.207, -0.090, 0.466], [0.206, -0.066, -0.079], [-0.122, -0.168, 0.059], [0.384, -0.009, -0.025], [-0.220, 0.117, 0.194], [0.289, -0.096, -0.245], [-0.347, -0.161, 0.479], [-0.051, 0.076, 0.189], [0.136, -0.063, 0.311], [0.227, -0.111, -0.029], [0.065, -0.131, -0.292], [0.005, 0.098, -0.197], [-0.008, 0.473, 0.039], [-0.243, 0.177, -0.099], [-0.262, -0.068, -0.068], [-0.062, -0.312, 0.077], [0.285, -0.050, 0.086], [0.087, -0.285, -0.018], [0.246, -0.082, 0.136], [0.194, 0.223, 0.020], [-0.140, 0.247, -0.054], [-0.336, 0.029, -0.066], [-0.037, -0.174, -0.256], [-0.286, -0.321, -0.038], [-0.338, 0.114, 0.089], [-0.052, 0.357, 0.170], [0.308, 0.227, 0.090], [0.077, 0.217, 0.699], [-0.152, -0.570, -1.658], [0.618, -0.017, -0.037], [0.469, 0.059, 0.271], [0.082, 0.260, 0.763], [-0.407, 0.054, 0.316], [-0.620, 0.098, 0.054], [-0.139, -0.018, -0.154], [0.982, -0.334, -0.018], [-0.845, -0.162, 0.155], [0.170, -0.003, -0.049], [0.273, -0.006, 0.034], [-0.269, 0.027, 0.099], [-0.164, 0.027, -0.033]],
  "lowdin_charge": [1.32, -0.45, -0.39, -0.26, -0.18, -0.27, -0.31, -0.22, -0.24, -0.15, 0.06, 0.05, 0.10, 0.09, 0.11, 0.12, 0.12, 0.11, 0.12, 0.11, 0.11, 0.11, 0.06, 0.06, 0.08, 1.09, 0.99, -0.30, -0.36, -0.35, -0.09, -0.10, -0.09, -0.08, -0.07, -0.30, -0.12, -0.08, -0.09, -0.09, -0.08, -0.32, -0.06, -0.07, -0.08, -0.08, -0.11, -0.27, -0.07, -0.08, -0.15, -0.15, -0.09, 0.07, 0.03, 0.10, 0.10, 0.10, 0.10, 0.10, 0.07, 0.10, 0.10, 0.10, 0.10, 0.10, 0.11, 0.11, 0.11, 0.11, 0.11, 0.12, 0.11, 0.11, 0.10, 0.65, -0.71, -0.11, -0.03, -0.13, -0.02, -0.11, -0.62, -0.05, -0.08, 0.10, 0.11, 0.11, 0.10]
}